1.
{"formula": "C23H26N4O5S", "method": "wB97M-V/def2-TZVPD", "gap_ev": 8.8, "total_charge": 0, "max_force_ev_per_a": 1.09, "smiles": "Cc1cccc(C)c1NC(=O)[C@@H]1CCCN1S(=O)(=O)c1ccc2c(c1)n(C)c(=O)c(=O)n2C", "relative_energy_kcal_mol": 32.13, "species": ["C", "C", "C", "C", "C", "C", "C", "C", "N", "C", "O", "C", "C", "C", "C", "N", "S", "O", "O", "C", "C", "C", "C", "C", "C", "N", "C", "C", "O", "C", "O", "N", "C", "H", "H", "H", "H", "H", "H", "H", "H", "H", "H", "H", "H", "H", "H", "H", "H", "H", "H", "H", "H", "H", "H", "H", "H", "H", "H"], "coordinates": [[2.0353, 1.7816, 3.2358], [1.1287, 0.8436, 3.9688], [0.5083, 1.2594, 5.1412], [-0.2837, 0.3976, 5.8736], [-0.4528, -0.9085, 5.4499], [0.1382, -1.3585, 4.2795], [-0.0452, -2.7742, 3.8262], [0.9075, -0.4632, 3.5282], [1.5203, -0.9257, 2.3365], [1.3815, -0.3622, 1.1209], [0.7652, 0.6597, 0.8907], [2.2043, -1.0651, 0.0348], [2.4338, -0.1945, -1.2116], [2.6012, -1.2041, -2.3578], [2.3048, -2.5715, -1.7110], [1.6103, -2.2961, -0.4673], [-0.0566, -2.4384, -0.5555], [-0.2946, -3.7224, -1.1431], [-0.5479, -2.1940, 0.7692], [-0.7206, -1.1868, -1.6509], [-0.7466, -1.3933, -3.0170], [-1.2594, -0.4044, -3.8348], [-1.7293, 0.7980, -3.3001], [-1.6986, 0.9921, -1.9029], [-1.2157, -0.0318, -1.0900], [-2.1341, 2.1829, -1.3585], [-2.0338, 2.3975, 0.0736], [-2.6387, 3.2046, -2.1202], [-3.0117, 4.2505, -1.6361], [-2.7126, 2.9869, -3.6152], [-3.1691, 3.8426, -4.3405], [-2.2354, 1.7962, -4.1113], [-2.2996, 1.6082, -5.5475], [2.3136, 2.6160, 3.8745], [2.9380, 1.2674, 2.9082], [1.5396, 2.1709, 2.3472], [0.6630, 2.2716, 5.4848], [-0.7580, 0.7375, 6.7820], [-1.0565, -1.5894, 6.0317], [-0.7672, -3.2832, 4.4589], [0.8969, -3.3233, 3.8805], [-0.3989, -2.7994, 2.7967], [1.8114, -1.8934, 2.3500], [3.1730, -1.3456, 0.4742], [1.5625, 0.4436, -1.3626], [3.3052, 0.4453, -1.0865], [3.6102, -1.1841, -2.7659], [1.9031, -0.9932, -3.1667], [1.6845, -3.2299, -2.3145], [3.2349, -3.0943, -1.4684], [-0.3973, -2.3273, -3.4250], [-1.2907, -0.5726, -4.8975], [-1.2053, 0.0546, -0.0192], [-1.0191, 2.1994, 0.4168], [-2.7312, 1.7505, 0.6064], [-2.2951, 3.4376, 0.2611], [-2.7377, 2.5132, -5.9669], [-1.3010, 1.4667, -5.9616], [-2.9313, 0.7550, -5.7955]]}

---

2.
{"formula": "C23H27BN7O4PdS2", "method": "wB97M-V/def2-TZVPD", "gap_ev": 7.8, "total_charge": -1, "max_force_ev_per_a": 0.65, "species": ["Pd", "C", "C", "C", "C", "C", "N", "N", "B", "N", "N", "C", "C", "C", "C", "C", "N", "N", "C", "C", "C", "C", "C", "H", "H", "H", "H", "H", "H", "H", "H", "H", "H", "H", "H", "H", "H", "H", "H", "H", "H", "H", "H", "H", "H", "O", "C", "O", "H", "O", "S", "O", "N", "C", "S", "C", "C", "C", "C", "C", "C", "H", "H", "H", "H"], "coordinates": [[0.2199, 0.7573, 0.5527], [3.3300, 0.6359, 2.1918], [3.2434, 0.1790, 0.7752], [4.2771, -0.2390, -0.0695], [3.6785, -0.5100, -1.2829], [4.3076, -1.0097, -2.5406], [2.3619, -0.2665, -1.1646], [2.0969, 0.1416, 0.1048], [1.2871, -0.4558, -2.2791], [0.4181, 0.8472, -2.3698], [0.2800, 1.6778, -1.3003], [-0.1552, 2.8524, -1.7377], [-0.3228, 4.0230, -0.8330], [-0.3057, 2.7920, -3.1293], [0.0737, 1.5132, -3.4873], [0.0977, 0.8916, -4.8422], [0.4982, -1.7397, -2.0639], [0.0976, -2.0676, -0.8125], [-0.2955, -3.3270, -0.8528], [-0.7831, -4.0248, 0.3738], [-0.1386, -3.8440, -2.1600], [0.3809, -2.8049, -2.8977], [0.7224, -2.7807, -4.3513], [4.3662, 0.6083, 2.5276], [2.7380, 0.0002, 2.8465], [2.9521, 1.6537, 2.2960], [5.3230, -0.3277, 0.1722], [5.3763, -1.1438, -2.3779], [4.1658, -0.3099, -3.3645], [3.8806, -1.9669, -2.8429], [1.8700, -0.5542, -3.3249], [-0.0086, 3.7753, 0.1776], [-1.3650, 4.3402, -0.7784], [0.2660, 4.8615, -1.2095], [-0.6363, 3.5796, -3.7857], [-0.1256, 1.6470, -5.5944], [-0.6502, 0.1008, -4.9197], [1.0687, 0.4488, -5.0639], [-0.6422, -3.3818, 1.2387], [-0.2413, -4.9615, 0.5247], [-1.8471, -4.2582, 0.3049], [-0.3860, -4.8309, -2.5175], [0.5795, -3.7778, -4.7662], [1.7570, -2.4805, -4.5293], [0.0839, -2.0908, -4.9059], [-1.0388, 3.1921, 2.2032], [-1.8405, 2.4897, 1.6092], [-1.6471, 1.4232, 0.9237], [-2.9227, 2.7277, 1.6771], [-4.0997, -2.5340, 3.7608], [-3.8317, -1.3463, 2.9973], [-4.7629, -0.9635, 1.9772], [-2.2928, -1.4349, 2.3751], [-1.5248, -0.5478, 2.8988], [0.1870, -0.4039, 2.5623], [-2.1686, 0.3319, 3.9297], [-1.6063, 1.3563, 4.6685], [-2.4221, 2.0363, 5.5649], [-3.7639, 1.6992, 5.7147], [-4.3282, 0.6688, 4.9691], [-3.5011, 0.0081, 4.0873], [-0.5711, 1.6252, 4.5127], [-2.0106, 2.8513, 6.1463], [-4.3781, 2.2491, 6.4169], [-5.3707, 0.3990, 5.0738]]}

---

3.
{"formula": "C23H27Cl3F3N7O5S2V", "method": "wB97M-V/def2-TZVPD", "gap_ev": [6.4, 4.9], "total_charge": 0, "max_force_ev_per_a": 0.49, "s2": 0.966, "relative_energy_kcal_mol": 0.00, "multiplicity": 2, "species": ["V", "C", "N", "C", "C", "N", "N", "C", "N", "N", "H", "H", "H", "H", "H", "H", "H", "H", "H", "H", "H", "Cl", "C", "C", "C", "C", "C", "C", "N", "C", "C", "N", "C", "O", "C", "C", "C", "Cl", "S", "C", "C", "C", "Cl", "C", "H", "H", "H", "H", "H", "H", "H", "H", "H", "H", "H", "H", "H", "C", "C", "O", "H", "H", "H", "F", "C", "F", "F", "S", "O", "O", "O"], "coordinates": [[-0.6844, -1.8840, 1.5231], [-6.1805, -1.0878, 1.1822], [-5.0640, -1.6267, 1.9400], [-5.2484, -1.8914, 3.3542], [-3.7942, -1.6790, 1.4323], [-2.7327, -1.8088, 2.1374], [-3.7494, -1.5698, 0.0475], [-2.6619, -1.6347, -0.8057], [-3.0333, -1.3499, -2.1017], [-1.4907, -1.9826, -0.4346], [-6.6126, -1.8195, 0.4912], [-5.8911, -0.1922, 0.6291], [-6.9620, -0.7920, 1.8767], [-6.3045, -2.0650, 3.5431], [-4.9148, -1.0579, 3.9816], [-4.7068, -2.7923, 3.6446], [-2.9207, -1.7898, 3.1288], [-4.6323, -1.6264, -0.4283], [-3.6474, -0.5570, -2.2122], [-2.2881, -1.3596, -2.7823], [-0.8139, -1.8886, -1.1872], [-0.9441, -0.7380, -4.9546], [0.3589, -0.1364, -3.9629], [0.0667, 0.5810, -2.8195], [1.1200, 1.0212, -2.0343], [2.4474, 0.7614, -2.3578], [3.5087, 1.1977, -1.3632], [4.1705, 0.0126, -0.6514], [3.1654, -0.9506, -0.2403], [2.9173, -2.1648, -0.8328], [1.7373, -2.6065, -0.3151], [1.2472, -1.6693, 0.5649], [2.1263, -0.6926, 0.5865], [4.5527, 1.9649, -1.9136], [4.1624, 3.2818, -2.3045], [3.7199, 4.1198, -1.1421], [4.5691, 4.7071, -0.2529], [6.2847, 4.6910, -0.3168], [3.7535, 5.5075, 1.0233], [2.2317, 5.0570, 0.3814], [2.3612, 4.3386, -0.7624], [2.6942, 0.0453, -3.5283], [4.3130, -0.3551, -4.0217], [1.6635, -0.4053, -4.3377], [-0.9491, 0.7975, -2.5209], [0.8964, 1.5757, -1.1308], [2.9805, 1.7789, -0.5971], [4.7218, 0.3806, 0.2136], [4.8703, -0.4848, -1.3178], [3.5969, -2.5921, -1.5494], [1.2164, -3.5364, -0.4722], [2.0397, 0.2112, 1.1699], [3.3628, 3.2308, -3.0520], [5.0472, 3.7071, -2.7746], [1.3230, 5.3206, 0.8962], [1.5168, 3.9519, -1.3158], [1.8800, -0.9689, -5.2333], [0.5348, -3.8371, 3.9285], [-0.0462, -3.1566, 2.7360], [-0.3856, -3.8569, 1.6966], [-0.2187, -4.4852, 4.3875], [0.8817, -3.1225, 4.6733], [1.3690, -4.4777, 3.6253], [-3.2524, 1.4112, 2.2375], [-2.1824, 2.2121, 2.1104], [-2.5771, 3.3315, 1.4978], [-1.7536, 2.5275, 3.3313], [-0.8700, 1.3777, 1.1321], [-0.5935, 0.1903, 1.9538], [0.2203, 2.3152, 1.0927], [-1.5229, 1.0852, -0.1229]]}

---

4.
{"formula": "C23H27F8N4O9S4", "method": "wB97M-V/def2-TZVPD", "gap_ev": 5.6, "total_charge": 1, "max_force_ev_per_a": 0.86, "species": ["C", "C", "C", "O", "C", "O", "C", "S", "C", "C", "C", "S", "O", "O", "C", "F", "F", "C", "F", "F", "F", "N", "N", "C", "C", "C", "C", "C", "S", "C", "N", "N", "C", "O", "O", "C", "O", "C", "S", "H", "H", "H", "H", "H", "H", "H", "H", "H", "H", "H", "H", "H", "H", "H", "H", "H", "H", "H", "H", "H", "H", "C", "C", "O", "C", "O", "C", "F", "F", "F", "H", "H", "H", "H", "H"], "coordinates": [[2.2775, 1.6388, -0.7355], [2.6075, 0.5057, -1.6884], [1.3892, 0.0376, -2.4669], [0.4987, -0.6507, -1.5489], [-0.8112, -0.4672, -1.7647], [-1.4393, 0.4562, -1.3201], [-1.4657, -1.5669, -2.5808], [-2.3502, -0.9184, -4.0273], [-3.1746, 0.4847, -3.3513], [-2.8195, 1.7261, -3.8391], [-3.4771, 2.8222, -3.3389], [-3.1261, 4.4949, -3.8711], [-2.3432, 4.4330, -5.0549], [-4.3730, 5.1862, -3.8001], [-2.1192, 5.1472, -2.4411], [-1.9379, 6.4374, -2.6418], [-2.9167, 4.9590, -1.3671], [-0.7767, 4.4096, -2.1695], [-0.0388, 5.1258, -1.3461], [-0.1148, 4.2052, -3.3016], [-1.0530, 3.2222, -1.6148], [-4.4200, 2.6607, -2.4239], [-4.8070, 1.5100, -1.9328], [-4.2025, 0.4140, -2.3658], [-4.6966, -0.8609, -1.7643], [-4.4838, -0.9000, -0.2298], [-5.6296, -0.2815, 0.5714], [-5.6790, -0.7859, 2.0177], [-6.8852, -2.1290, 2.2891], [-6.6553, -3.0323, 0.8258], [-7.2874, -2.8804, -0.2883], [-6.7669, -3.8173, -1.1703], [-5.8709, -4.4578, -0.5106], [-5.7282, -4.0297, 0.7505], [3.0882, -0.6281, -0.9542], [4.3714, -1.0068, -1.2194], [4.7322, -1.2861, -2.3336], [5.2864, -1.1179, -0.0269], [5.0672, 0.0972, 1.2947], [1.7139, 2.4008, -1.2798], [3.1758, 2.0908, -0.3275], [1.6485, 1.2647, 0.0703], [3.3457, 0.8206, -2.4291], [0.8765, 0.9009, -2.8924], [1.6944, -0.6670, -3.2398], [-0.7083, -2.2360, -2.9834], [-2.1230, -2.1571, -1.9432], [-2.0526, 1.8567, -4.5900], [-4.9149, 3.4783, -2.0721], [-5.7616, -0.9425, -1.9850], [-4.1495, -1.6826, -2.2090], [-4.3051, -1.9312, 0.0751], [-3.5646, -0.3580, 0.0042], [-6.5875, -0.4679, 0.0882], [-5.4959, 0.8000, 0.6149], [-6.0408, 0.0203, 2.6541], [-4.6964, -1.0686, 2.3924], [-5.2754, -5.2666, -0.8992], [5.2006, -2.1171, 0.3995], [6.3097, -1.0086, -0.3752], [4.1026, -0.5233, 1.9794], [7.6173, -2.2793, 7.7301], [7.1916, -1.0186, 7.0125], [7.8110, -0.9175, 5.7099], [7.2583, -1.6274, 4.7442], [6.2963, -2.3337, 4.8136], [8.0225, -1.3851, 3.4253], [9.3419, -1.4594, 3.6022], [7.7198, -0.1732, 2.9495], [7.6688, -2.2901, 2.5142], [8.7038, -2.3279, 7.8012], [7.1997, -2.2903, 8.7361], [7.2713, -3.1675, 7.2034], [7.5272, -0.1326, 7.5456], [6.1097, -0.9611, 6.9005]]}